# 1
The following is a DFT calculation (wB97M-V/def2-TZVPD) of a structure of composition C15H33Br18N6O7P at a distorted geometry.

Each line ends with the Löwdin charge.
Geometry (Å):
C  -1.05295  5.49432  -0.76888  0.033
N  -1.19888  5.03957  -2.20410  -0.400
O  -1.79134  3.98894  -2.33593  0.034
O  -0.89282  5.80937  -3.13573  0.049
H  -1.22649  6.56877  -0.70955  0.092
H  -0.01073  5.33568  -0.49188  0.060
H  -1.79252  4.97652  -0.15812  0.095
C  -6.12558  -1.33494  -0.04949  0.023
N  -6.90763  -1.36863  -1.27660  -0.442
O  -7.58986  -2.36821  -1.57388  0.049
O  -6.67512  -0.50015  -2.07224  0.072
H  -6.01873  -0.28919  0.23875  0.098
H  -5.11271  -1.65887  -0.28880  0.079
H  -6.58774  -1.82456  0.80769  0.105
C  0.30113  0.52714  -3.65396  0.003
N  0.34201  1.88504  -4.13927  -0.417
O  -0.22990  2.15718  -5.20034  0.056
O  0.93409  2.76899  -3.52554  0.054
H  1.24335  0.22981  -3.19363  0.075
H  0.15915  -0.12696  -4.51425  0.061
H  -0.51016  0.39375  -2.93835  0.082
O  -0.18505  2.44132  -0.08204  -0.301
P  -0.52296  1.01391  0.27812  0.599
N  -0.51357  0.79566  1.95425  -0.276
C  -1.17575  1.74795  2.91538  -0.091
C  0.16669  -0.26347  2.67036  -0.138
N  0.57747  -0.05945  -0.41712  -0.286
C  1.93843  0.25629  -0.50553  -0.153
C  0.33377  -1.48927  -0.70751  -0.119
N  -2.04467  0.42774  -0.20787  -0.268
C  -2.91068  1.10317  -1.30381  -0.041
C  -2.63070  -0.56721  0.61183  -0.154
H  -2.26433  1.77456  2.86646  0.071
H  -0.92252  2.75457  2.58267  0.050
H  -0.84966  1.76332  3.95534  0.050
H  -0.25793  -1.24962  2.48246  0.065
H  -0.03301  -0.16847  3.73769  0.026
H  1.23574  -0.19626  2.46861  -0.003
H  2.30632  0.26879  0.52044  0.060
H  2.69431  -0.30169  -1.05816  0.047
H  2.03740  1.30744  -0.77640  0.075
H  -0.51901  -1.51616  -1.38584  0.057
H  1.14043  -1.95247  -1.27569  -0.007
H  0.21788  -2.08442  0.19830  0.073
H  -3.62324  1.86090  -0.97795  0.076
H  -2.30923  1.67223  -2.01270  0.042
H  -3.51945  0.42028  -1.89639  0.071
H  -1.91199  -1.22422  1.10161  0.063
H  -3.19493  -1.19827  -0.07484  0.063
H  -3.28948  -0.12734  1.36058  0.084
C  5.08383  -1.72882  2.34048  -1.500
Br  5.43853  -3.25203  3.53655  0.499
Br  6.64399  -0.68294  1.84443  0.569
Br  3.75837  -0.64707  3.43326  0.531
H  4.67485  -2.12218  1.40983  -0.082
C  5.26384  -1.05930  -3.63621  -1.438
Br  5.14481  0.89366  -3.88649  0.554
Br  3.57422  -1.98732  -4.27052  0.479
Br  5.38834  -1.42927  -1.70382  0.514
H  6.15308  -1.39191  -4.17169  -0.013
C  -0.47918  -3.87691  -3.59780  -1.468
Br  0.08165  -5.39476  -4.84175  0.497
Br  -1.54954  -4.66672  -2.03080  0.469
Br  -1.53948  -2.59445  -4.59446  0.593
H  0.34090  -3.25578  -3.23757  -0.097
C  2.04085  4.41213  1.81199  -1.448
Br  3.76279  3.97480  0.97028  0.545
Br  1.71869  6.41703  1.90175  0.494
Br  2.05398  3.71406  3.68731  0.504
H  1.21042  4.05510  1.20288  -0.065
C  2.73480  -5.35096  0.14490  -1.454
Br  2.54468  -7.34259  -0.15673  0.526
Br  2.33656  -4.30669  -1.53517  0.553
Br  4.48072  -4.98402  0.81902  0.589
H  2.08771  -4.94914  0.92459  -0.019
C  -0.35735  -1.19558  7.56039  -1.485
Br  -1.93598  -1.91231  6.62685  0.536
Br  -0.77171  -0.68452  9.42173  0.536
Br  0.47373  0.39976  6.62146  0.506
H  0.41506  -1.96463  7.56719  -0.026

Forces on the atoms, in the same order (eV/Å):
0.4 0.6 -0.3
-1.1 1.4 -0.8
0.4 0.0 -0.4
0.0 -1.5 1.9
0.0 -0.1 -0.4
-0.2 -0.3 0.1
0.5 -0.3 -0.2
0.3 1.0 1.5
-0.7 -2.6 -1.9
0.7 1.3 1.4
0.0 1.2 -0.2
-0.1 0.1 -0.2
-0.4 -0.4 0.0
0.0 -0.5 -0.6
0.3 -1.7 0.0
0.0 3.4 -1.4
0.2 -1.2 0.9
-0.1 -1.5 0.4
0.0 0.5 0.2
-0.3 0.2 0.1
0.0 0.3 -0.1
-0.6 -1.8 0.4
0.0 1.2 -0.3
-0.6 0.4 1.4
0.1 1.4 -2.0
0.0 -0.3 -0.2
-1.6 -1.8 -0.8
2.1 2.7 2.0
-0.8 0.9 -0.2
0.8 2.4 -1.8
1.0 -0.2 0.7
-0.9 -0.6 -0.2
-0.2 -0.7 0.1
0.1 0.2 -0.1
0.2 -0.9 -0.2
0.3 -0.4 -0.5
0.4 0.3 -0.1
0.0 -0.5 0.2
0.8 -0.1 0.3
-1.0 -0.6 -0.5
0.1 0.1 -0.4
-0.5 -0.5 0.4
0.3 0.6 0.2
-0.3 -0.2 0.0
0.1 -0.1 0.9
0.5 -0.3 0.2
0.3 -0.7 0.3
0.1 0.2 0.0
-0.3 -0.3 0.3
-0.2 -0.2 0.3
-0.2 0.3 1.4
0.5 0.6 -0.5
-0.6 -0.4 0.3
0.9 -0.4 -1.3
-0.3 0.2 0.4
-1.3 0.5 0.7
0.0 -1.0 0.0
1.4 0.7 0.1
0.3 0.0 -0.9
-0.4 -0.3 0.2
-1.1 -1.1 -0.3
-0.3 1.5 1.3
1.1 0.8 -1.4
0.0 -0.4 0.3
0.1 -0.8 0.2
0.7 1.1 0.8
-1.1 0.3 0.3
0.4 -1.4 -0.1
-0.3 0.3 -1.3
0.2 -0.5 0.3
-0.1 -0.4 -0.9
-0.1 1.8 0.3
0.6 -1.1 1.2
0.1 -0.1 -0.4
-0.3 -0.6 -0.4
-0.1 0.9 0.0
0.9 0.5 0.4
0.2 -0.4 -1.1
-0.7 -1.2 0.6
-0.3 0.2 0.0

Summary:
HOMO = -9.08 eV
Gap between HOMO and LUMO = 0.2925 Ha
Strongest force on any atom = 3.98 eV/A
Total charge = 0
Energy = -1309405.03260 eV



# 2
The following is a DFT calculation (wB97M-V/def2-TZVPD) of a cluster of 2 separate species, C2H2O4 in total at a distorted geometry.

Each line ends with the Löwdin charge.
Geometry (Å):
C  1.89590  -0.23506  -0.01256  -0.393
C  -1.05021  0.38921  -0.32209  -0.459
O  2.86282  0.34409  0.15395  0.253
O  -0.46425  1.24404  0.26721  0.067
O  0.84665  -0.70580  -0.01414  0.172
O  -1.67215  -0.64280  0.22269  0.084
H  -1.16163  0.39069  -1.39586  0.142
H  -1.25712  -0.78438  1.10080  0.134

Forces on the atoms, in the same order (eV/Å):
-0.9 0.4 1.1
-0.8 1.0 -0.2
2.0 0.6 -0.4
-0.2 0.9 0.5
0.7 -2.4 -0.7
0.1 -0.8 0.7
-0.3 -0.1 -0.6
-0.6 0.2 -0.3

Summary:
HOMO = -10.83 eV
ΔE to the lowest compared entry with this formula, charge and spin = 15.5 kcal per mole
Gap between HOMO and LUMO = 0.4153 Ha
Strongest force on any atom = 2.56 eV/A
Total charge = 0
Energy = -10296.50383 eV
SMILES = O=C=O.O=CO



# 3
The following is a DFT calculation (wB97M-V/def2-TZVPD) of an isolated molecule of C3H5NOS2 at a distorted geometry.

Each line ends with the Löwdin charge.
Geometry (Å):
C  -1.76287  -0.08972  0.80234  -0.546
C  -0.36555  0.24081  0.39179  -0.838
C  2.64043  0.42960  -0.62502  -0.118
H  -2.20291  -1.36888  -1.08126  -0.143
H  -2.26674  0.70627  1.35683  0.082
H  -1.83371  -1.07328  1.29775  0.067
H  3.62907  0.54516  -1.07178  0.074
H  2.04366  1.34313  -0.53836  0.065
N  2.25384  -0.73250  -0.33450  -0.330
O  0.00390  1.38963  0.23072  -0.008
S  -2.82081  -0.25380  -0.68098  0.722
S  0.68168  -1.13643  0.25246  0.974

Forces on the atoms, in the same order (eV/Å):
-1.1 -1.0 -0.3
0.6 2.0 0.3
-0.2 1.1 -0.4
-0.1 -0.1 -0.2
0.6 -0.1 0.2
0.1 0.6 0.2
0.1 -0.3 0.2
0.1 -0.4 0.1
-0.9 -0.5 0.3
-0.3 -0.5 -0.1
0.1 0.0 -0.1
0.9 -0.8 -0.2

Summary:
HOMO = -9.34 eV
ΔE to the lowest compared entry with this formula, charge and spin = 33.7 kcal per mole
Gap between HOMO and LUMO = 0.3573 Ha
Strongest force on any atom = 2.12 eV/A
Total charge = 0
Energy = -28398.76929 eV
SMILES = C=NSC(=O)CS



Question: Among the records above, which one has the lowest strongest force on any atom?
Answer: C3H5NOS2



Question: total charge of number 2 (C2H2O4)?
Answer: 0